Record 1
C22H23N3O7Ti | wB97M-V/def2-TZVPD

Geometry as XYZ:
```
56
Properties=species:S:1:pos:R:3:forces:R:3:lowdin_charge:R:1
Ti 1.062240 -0.186154 0.113158 -1.20 0.70 -0.23 1.19
O 0.232393 1.416505 -1.066788 1.11 0.65 -0.31 -0.18
C 0.889660 2.170362 -2.128649 -1.22 -1.15 0.06 -0.19
C 2.027233 2.999135 -1.714570 2.52 -0.57 0.28 -0.14
N 3.123821 2.247679 -1.055066 -1.53 0.92 -0.09 -0.15
C 3.483220 2.511998 0.304219 0.56 -0.18 -0.83 -0.08
C 2.810584 1.833551 1.473192 -0.89 0.26 -1.26 -0.55
O 2.895864 2.321552 2.548272 0.26 0.47 1.85 0.13
O 2.144761 0.729931 1.221242 0.55 0.25 0.35 -0.10
C 3.853701 1.351357 -1.900187 -0.35 1.39 -0.04 -0.08
C 3.222530 0.002545 -2.111345 -0.16 0.08 0.35 -0.60
O 3.566417 -0.706080 -3.006836 0.55 -0.81 -1.15 0.11
O 2.276794 -0.311347 -1.281265 -0.23 -0.44 0.21 -0.13
H -0.779868 1.335385 -1.097230 0.43 0.04 -0.38 0.08
H 0.158599 2.880918 -2.468716 -0.53 -0.01 -0.85 0.13
H 1.304007 1.518274 -2.915283 -0.87 -0.15 0.09 0.12
H 1.684044 3.788515 -1.098180 -0.05 0.88 0.88 0.12
H 2.413609 3.436145 -2.684007 -0.25 -0.15 0.84 0.15
H 3.599943 3.565907 0.524377 -0.42 0.36 0.10 0.14
H 4.479862 2.142667 0.407899 1.11 -0.29 0.10 0.13
H 4.856220 1.210088 -1.479021 0.00 0.02 -0.48 0.14
H 3.839636 1.857541 -2.895479 0.77 -0.65 0.36 0.14
O -0.514585 0.290194 1.043225 0.37 -0.81 -0.07 -0.17
C -1.586026 0.804429 1.595900 0.09 1.27 1.05 -0.29
C -1.504127 1.490651 2.850250 0.78 -1.00 -0.57 0.01
C -2.602865 2.031542 3.430952 -0.73 -0.14 0.08 -0.08
C -3.873187 1.877659 2.824257 1.02 1.99 2.43 -0.10
C -3.962611 1.298271 1.628371 -0.31 -1.09 -1.34 -0.06
C -2.832066 0.775338 0.994621 -0.16 -0.48 -0.50 -0.14
C -2.922215 0.087641 -0.298926 -0.60 0.31 0.47 -0.08
N -2.205008 0.447532 -1.269039 0.35 -0.25 -0.36 0.03
C -2.173514 -0.434710 -2.412617 -0.29 -0.16 -0.13 -0.18
C -0.721237 -0.920570 -2.730763 -0.77 1.16 1.08 -0.14
N -0.199889 -1.376173 -1.440036 -0.18 -1.17 1.48 -0.03
C -0.544811 -2.565217 -1.083517 0.75 0.01 -0.08 -0.02
C -0.387115 -3.258302 0.275403 -0.60 1.54 -3.16 -0.12
C -1.259019 -4.321380 0.532971 0.28 1.03 -0.59 -0.06
C -1.204922 -4.855915 1.749828 -0.23 -1.56 4.34 -0.10
C -0.387911 -4.336489 2.811096 1.38 0.16 -0.59 -0.05
C 0.482683 -3.306077 2.551999 -0.98 -0.35 -2.30 0.02
C 0.478131 -2.772135 1.213252 1.12 0.63 2.42 -0.28
O 1.330795 -1.755039 1.001096 -0.57 -0.97 -0.60 -0.15
H -0.562404 1.477750 3.373531 0.33 0.20 -0.11 0.12
H -2.509676 2.553454 4.384425 -0.07 -0.18 -0.25 0.11
H -4.648436 2.394692 3.370182 -0.63 -0.34 -0.39 0.10
H -4.911167 1.184510 1.138206 -0.36 0.04 -0.20 0.11
H -3.624580 -0.754935 -0.402204 0.16 0.05 0.04 0.14
H -2.684881 0.051304 -3.235618 0.41 0.28 -0.54 0.12
H -2.792241 -1.332987 -2.223176 0.31 0.10 0.09 0.11
H -0.067218 -0.076572 -3.064053 -0.65 -1.14 -0.29 0.12
H -0.940569 -1.753554 -3.397022 0.94 0.06 -0.51 0.12
H -0.962802 -3.115635 -1.941263 -0.37 -0.63 0.79 0.13
H -2.014907 -4.565147 -0.185900 -0.06 -0.46 -0.36 0.11
H -1.801264 -5.679990 2.149876 -0.28 0.11 -0.95 0.11
H -0.213663 -4.765739 3.813061 -1.02 -0.23 -0.69 0.12
H 1.178020 -2.934895 3.261884 0.42 0.39 0.47 0.11
```
Forces are in eV/Å.

Results
- HOMO: -8.3 eV
- HOMO-LUMO gap: 8.14 eV
- Strongest force on any atom: 0.090 Eh/bohr
- Multiplicity: 1

Record 2
C13H14F6IN3O4PS2Ti | wB97M-V/def2-TZVPD

Geometry as XYZ:
```
45
Properties=species:S:1:pos:R:3:forces:R:3:lowdin_spin:R:1
Ti 0.207784 -0.543007 -0.585504 0.17 0.50 -0.39 0.94
F -3.139542 -3.481433 -1.686738 0.05 -0.01 -0.06 0.00
C -1.831666 -3.558183 -1.719264 -0.03 -0.10 0.06 0.00
F -1.410741 -4.796290 -1.749982 -0.03 0.05 -0.07 0.00
F -1.341598 -2.860189 -2.733091 0.03 0.03 0.11 0.00
S -1.237187 -2.814797 -0.110181 -0.01 0.06 0.02 0.00
O -1.558438 -1.328974 -0.249324 -0.10 -0.64 0.03 0.00
O -1.820012 -3.496121 0.975154 0.10 0.12 0.08 0.00
N 0.346009 -2.867995 -0.323708 -0.10 0.48 0.06 0.01
S 1.642030 -2.550686 0.557505 0.03 0.15 -0.11 0.00
O 1.941760 -1.104181 0.165949 -0.06 -0.55 0.23 0.00
O 2.698907 -3.464804 0.417779 -0.05 0.00 0.04 0.00
C 1.085820 -2.329175 2.325568 0.06 -0.17 0.00 0.00
F 0.066403 -1.458218 2.262529 0.03 -0.03 0.01 0.00
F 0.687029 -3.478781 2.793474 -0.06 0.00 0.04 0.00
F 2.074167 -1.829824 3.013591 0.02 0.05 0.02 0.00
I 0.061894 0.768892 -6.504977 -0.06 0.05 -0.17 0.00
C 0.785384 0.226033 -4.671189 0.18 -0.11 0.19 0.00
C 2.009730 -0.367036 -4.380354 0.00 0.01 -0.01 0.01
N 2.070435 -0.557949 -3.061889 -0.08 0.02 0.14 0.00
N 0.960649 -0.092829 -2.442890 -0.01 -0.17 -0.41 0.01
C 0.173168 0.374155 -3.435797 -0.01 0.09 0.07 0.01
H 2.832232 -0.648098 -5.018874 -0.03 0.01 -0.05 0.00
H 2.839807 -0.921550 -2.519804 0.05 -0.02 -0.02 0.00
H -0.798019 0.794029 -3.216773 0.01 0.01 -0.01 0.00
C 0.827577 3.064614 -0.554752 0.00 0.06 -0.02 0.00
P -0.400701 1.839661 -0.037909 -0.12 0.10 0.22 0.00
C -2.019347 2.458737 -0.562097 -0.03 0.06 -0.03 0.00
C -0.392653 1.765820 1.762476 0.00 -0.07 -0.01 0.01
C -1.570352 1.491232 2.459706 -0.04 -0.02 0.02 0.00
C -1.536604 1.327360 3.836509 0.04 0.00 -0.01 0.00
C -0.331342 1.425283 4.518964 -0.01 0.00 0.00 0.00
C 0.844680 1.690812 3.828755 -0.03 0.01 0.00 0.00
C 0.818629 1.857032 2.452890 0.05 -0.01 0.03 0.00
H 1.843619 2.719178 -0.368699 -0.01 -0.02 0.03 0.00
H 0.662814 3.992778 -0.005743 0.00 0.01 -0.03 0.00
H 0.719880 3.250050 -1.623890 0.00 0.00 0.00 0.00
H -2.282195 3.333435 0.034681 0.01 0.01 -0.02 0.00
H -2.795931 1.703910 -0.446058 0.03 -0.02 0.03 0.00
H -1.973875 2.749981 -1.612200 0.01 0.00 0.00 0.00
H -2.521012 1.417478 1.945497 0.02 0.01 -0.02 0.00
H -2.452663 1.132419 4.377130 -0.01 0.00 0.00 0.00
H -0.310406 1.304367 5.593593 0.00 0.00 0.00 0.00
H 1.779253 1.784485 4.364866 0.01 0.00 0.00 0.00
H 1.744626 2.078380 1.935071 -0.01 0.01 -0.03 0.00
```
Forces are in eV/Å.

Results
- HOMO (alpha / beta): -14.8 / -14.8 eV
- HOMO-LUMO gap (alpha / beta): 7.04 / 7.45 eV
- Net charge: +2
- <S²>: 0.753
- Strongest force on any atom: 0.013 Eh/bohr
- Multiplicity: 2

Record 3
C21H22N2O | wB97M-V/def2-TZVPD

Geometry as XYZ:
```
46
Properties=species:S:1:pos:R:3:forces:R:3:lowdin_charge:R:1
C -5.688709 -3.057746 -1.799805 0.54 1.14 1.50 -0.05
C -4.385583 -3.352067 -2.320414 -0.78 0.76 1.51 -0.08
C -3.245362 -2.644060 -1.879483 -1.92 0.37 -0.11 0.00
C -3.576840 -1.609812 -1.022527 4.17 0.10 -0.28 -0.20
C -4.759462 -1.212868 -0.565730 -2.67 -0.02 1.42 -0.22
C -5.892517 -1.958319 -0.842870 0.13 -0.92 -2.08 0.00
C -4.197602 -0.127468 0.373821 -0.67 2.33 -1.96 -0.04
C -2.794681 -0.564317 -0.211866 -0.73 0.78 -1.42 -0.22
C -1.792698 -1.019060 0.767398 2.41 3.40 0.91 -0.12
N -0.583171 -0.094789 0.730720 1.36 -1.13 -0.77 -0.16
C 0.767776 -0.701848 0.935013 -0.77 1.35 -0.03 -0.14
C 1.999300 0.058636 0.383077 -2.45 1.29 -0.49 -0.15
N 1.797266 1.500871 0.491255 0.49 2.50 1.42 -0.07
C 2.793637 2.452616 0.959569 0.86 -3.64 -1.68 -0.11
C 4.148174 2.093902 0.689368 -1.71 1.18 0.56 -0.02
C 5.229219 2.838695 1.103137 -0.25 0.50 0.60 -0.10
C 5.089954 3.994936 1.847830 -0.50 0.93 1.12 -0.03
C 3.764631 4.388579 2.198797 1.08 -1.77 -1.28 -0.15
C 3.181623 5.372308 3.041194 -2.25 -1.21 -0.93 -0.01
C 1.829338 5.213257 3.011997 3.12 -1.09 -1.50 -0.08
O 1.505547 4.200239 2.175598 -0.51 -1.36 -0.43 0.02
C 2.693762 3.590026 1.686784 -1.34 3.48 2.25 -0.11
C 0.462414 1.994652 0.114788 0.25 -2.84 1.02 -0.12
C -0.611429 1.356351 1.042570 -0.37 -2.15 -1.69 -0.12
H -6.510777 -3.760970 -2.008838 0.41 0.64 -0.11 0.09
H -4.306342 -4.199186 -2.953361 0.15 -0.58 -0.62 0.08
H -2.227102 -2.791748 -2.198615 0.04 -0.36 -0.12 0.11
H -6.857034 -1.606741 -0.475840 0.01 -0.68 -0.10 0.10
H -4.358646 -0.274518 1.436094 0.11 -0.12 0.10 0.10
H -4.482436 1.003783 0.100929 0.45 -2.47 0.60 0.14
H -2.286848 0.178255 -0.891797 -0.73 -0.47 0.73 0.16
H -1.436569 -1.965903 0.576132 0.86 -2.17 -0.53 0.09
H -2.148155 -0.990683 1.768211 -0.81 -0.29 1.04 0.11
H 1.029560 -0.781287 1.960028 -0.24 -0.10 1.67 0.10
H 0.845162 -1.695722 0.562055 -0.43 -0.88 -0.58 0.10
H 2.179968 -0.247468 -0.617143 0.10 -0.08 -1.42 0.10
H 2.805001 -0.298200 0.933585 1.61 -0.18 1.19 0.10
H 4.213424 1.224695 0.118584 0.71 -1.28 -0.84 0.08
H 6.221516 2.511583 0.946652 0.84 -0.49 -0.51 0.09
H 5.993148 4.518976 2.245116 -1.00 -0.41 -0.44 0.12
H 3.610708 6.136538 3.544852 1.62 2.03 1.48 0.07
H 1.099423 5.800058 3.462491 -1.41 0.51 0.50 0.11
H 0.383189 1.718945 -0.931238 -0.90 0.05 -0.24 0.13
H 0.341453 2.999811 0.264646 0.46 2.75 0.06 0.08
H -1.654564 1.672919 0.819431 0.75 0.28 0.22 0.12
H -0.329912 1.530593 2.080549 -0.11 0.35 0.25 0.12
```
Forces are in eV/Å.

Results
- HOMO: -7.4 eV
- HOMO-LUMO gap: 8.20 eV
- Structure (SMILES): c1ccc2c(c1)C[C@H]2CN1CCN(c2cccc3ccoc23)CC1
- Strongest force on any atom: 0.085 Eh/bohr
- Multiplicity: 1

Record 4
C6H18BrMnO3 | wB97M-V/def2-TZVPD

Geometry as XYZ:
```
29
Properties=species:S:1:pos:R:3:forces:R:3:lowdin_spin:R:1
Mn -2.789095 4.688239 -11.254782 11.95 5.00 4.63 3.87
Br -4.391672 3.996427 -11.890776 -5.19 -2.15 -6.27 0.08
C -7.225923 3.255603 -14.083347 0.17 -2.49 -0.60 0.01
C -7.210104 2.539164 -12.712006 -2.01 0.14 -3.48 0.01
O -5.961524 1.875869 -12.556791 -2.48 -2.56 -9.96 0.49
H -6.992060 2.585835 -14.910894 0.12 -0.47 0.18 0.00
H -6.501973 4.069563 -14.121842 0.63 -2.50 -0.68 0.00
H -8.205503 3.637052 -14.371452 -0.07 0.23 0.47 0.00
H -7.976871 1.768722 -12.630742 0.00 0.05 -0.16 0.00
H -7.331770 3.225663 -11.874146 -0.55 -0.64 -3.12 0.00
H -5.374916 2.630062 -12.649838 0.80 -0.21 -2.43 0.01
C -6.295962 3.553477 -8.906752 -0.32 -1.09 -1.01 0.04
C -6.794509 2.806681 -10.254218 -0.04 1.64 2.67 0.04
O -5.805295 2.112477 -11.024457 -0.38 -1.82 12.48 0.41
H -6.897172 4.412370 -8.608551 -0.70 -0.23 -0.54 0.00
H -5.342813 4.039339 -9.115453 0.29 -0.57 0.22 0.00
H -6.307529 2.884773 -8.046048 0.55 -0.03 -0.19 0.00
H -7.182338 3.613046 -10.876698 0.51 0.55 2.43 0.00
H -7.611964 2.086664 -10.216302 0.09 0.11 0.89 0.00
H -5.104192 2.693329 -11.328874 0.53 -0.69 2.95 0.01
C -6.622666 5.781226 -11.885786 0.25 1.11 -0.78 0.01
C -6.812642 5.936028 -13.430505 -0.86 1.32 2.29 0.00
O -7.883893 6.807376 -13.643797 -1.33 0.01 -0.80 0.00
H -7.418024 5.308922 -11.309195 -0.35 -0.16 -0.64 0.00
H -6.604557 6.776536 -11.441797 0.48 0.15 0.03 0.00
H -5.683138 5.242558 -11.762477 -2.21 2.09 0.76 0.00
H -7.056370 4.938577 -13.796262 -0.75 3.74 0.42 0.00
H -5.947679 6.379948 -13.923317 0.62 -0.48 0.13 0.00
H -7.693775 7.710958 -13.381125 0.25 -0.05 0.07 0.00
```
Forces are in eV/Å.

Results
- HOMO (alpha / beta): -12.4 / -11.7 eV
- HOMO-LUMO gap (alpha / beta): 7.84 / 7.71 eV
- Net charge: +1
- <S²>: 8.850
- Strongest force on any atom: 0.268 Eh/bohr
- Multiplicity: 6